Below is a molecular structure, C30H35FN5O2S2SiTi, with properties calculated with wB97M-V/def2-TZVPD.

As for the gap between HOMO and LUMO: 0.220 Eh. The calculation puts the LUMO energy at 2.287 eV. Its total charge is -1. As for the energy above the lowest of the compared OMol25 structures with the same formula, charge and spin: 52.8 kJ/mol. Its multiplicity is 1. Its energy is -3623.8306 hartree. For the HOMO energy, the calculation gives -3.7 eV. The value obtained for the molar mass is 656.73 g/mol.

CARTESIAN COORDINATES (ANGSTROEM)
1 Ti -0.887 0.559 0.076
2 C 1.606 2.545 0.436
3 C 0.351 1.976 1.066
4 N 0.417 0.674 1.521
5 N 0.104 0.353 2.837
6 C -0.687 -0.644 2.936
7 S -1.448 -1.388 1.557
8 S -1.126 -1.244 4.537
9 C -0.121 -0.155 5.590
10 C 1.338 -0.524 5.639
11 C 1.748 -1.709 6.244
12 C 3.091 -2.048 6.305
13 C 4.047 -1.203 5.757
14 C 3.647 -0.022 5.148
15 C 2.301 0.315 5.090
16 C -0.529 2.929 1.800
17 C -0.114 4.033 2.526
18 C -1.033 4.823 3.215
19 C -2.381 4.492 3.171
20 C -2.818 3.398 2.436
21 C -1.900 2.615 1.733
22 O -2.272 1.585 0.983
23 H 2.156 1.760 -0.080
24 H 2.266 2.968 1.205
25 H 1.374 3.336 -0.282
26 H -0.575 -0.244 6.579
27 H -0.257 0.862 5.227
28 H 0.999 -2.378 6.655
29 H 3.392 -2.976 6.776
30 H 5.096 -1.468 5.796
31 H 4.385 0.635 4.705
32 H 1.979 1.216 4.584
33 H 0.941 4.282 2.566
34 H -0.696 5.682 3.783
35 H -3.101 5.098 3.709
36 H -3.868 3.138 2.385
37 C 1.813 -1.863 -0.013
38 Si 1.676 -0.931 -1.616
39 C 3.396 -0.228 -1.951
40 C 1.258 -2.239 -2.922
41 N 0.460 0.305 -1.591
42 C 0.285 1.109 -2.685
43 C 0.944 1.023 -3.935
44 C 0.673 1.895 -4.982
45 C -0.271 2.903 -4.862
46 C -0.954 3.022 -3.654
47 C -0.662 2.147 -2.642
48 F -1.355 2.272 -1.469
49 H 2.540 -2.672 -0.145
50 H 0.865 -2.293 0.311
51 H 2.159 -1.208 0.789
52 H 4.071 -1.003 -2.327
53 H 3.813 0.142 -1.011
54 H 3.395 0.600 -2.661
55 H 2.006 -3.037 -2.922
56 H 1.173 -1.854 -3.941
57 H 0.297 -2.691 -2.649
58 H 1.688 0.254 -4.086
59 H 1.220 1.779 -5.910
60 H -0.476 3.581 -5.680
61 H -1.705 3.783 -3.487
62 N -2.326 -0.467 -1.369
63 C -2.585 -1.321 -2.096
64 N -2.830 -2.256 -2.990
65 C -2.592 -1.974 -4.406
66 C -2.161 -3.266 -5.074
67 O -3.110 -4.297 -4.844
68 C -3.220 -4.585 -3.459
69 C -3.716 -3.376 -2.690
70 H -1.811 -1.218 -4.489
71 H -3.508 -1.598 -4.875
72 H -1.179 -3.567 -4.686
73 H -2.094 -3.133 -6.152
74 H -2.244 -4.895 -3.064
75 H -3.923 -5.411 -3.364
76 H -3.693 -3.566 -1.617
77 H -4.742 -3.138 -2.990



Below is a molecular structure, C30H35InN9O7S3, with properties calculated with wB97M-V/def2-TZVPD.

As for the gap between HOMO and LUMO: 0.276 Eh. The calculation puts the LUMO energy at 2.313 eV. Its total charge is -1. As for the energy above the lowest of the compared OMol25 structures with the same formula, charge and spin: 109.8 kJ/mol. Its multiplicity is 1. Its energy is -3568.6342 hartree. For the HOMO energy, the calculation gives -5.2 eV. The value obtained for the molar mass is 844.69 g/mol.

CARTESIAN COORDINATES (ANGSTROEM)
1 In -0.442 0.580 0.214
2 O -3.677 3.203 -0.646
3 C -3.231 2.064 -0.611
4 O -2.340 1.666 0.250
5 C -3.852 1.045 -1.591
6 C -4.428 -0.156 -0.828
7 C -5.261 -1.038 -1.788
8 C -4.146 -1.836 -2.518
9 C -2.901 -1.132 -1.961
10 O -3.272 -0.952 -0.594
11 C -2.868 0.296 -2.553
12 C -1.499 0.962 -2.705
13 O -1.332 1.674 -3.684
14 O -0.569 0.732 -1.829
15 H -4.616 1.593 -2.135
16 H -4.914 0.092 0.113
17 H -5.859 -0.428 -2.466
18 H -5.928 -1.695 -1.231
19 H -4.212 -1.776 -3.605
20 H -4.154 -2.885 -2.221
21 H -1.964 -1.684 -2.025
22 H -3.276 0.281 -3.561
23 S 1.804 -0.915 0.285
24 C 2.231 -0.363 1.852
25 N 1.444 0.030 2.803
26 C 2.134 0.463 3.917
27 C 1.553 0.977 5.076
28 C 2.371 1.432 6.096
29 C 3.762 1.364 5.990
30 C 4.357 0.833 4.855
31 C 3.536 0.388 3.826
32 S 3.962 -0.257 2.273
33 H 0.473 1.040 5.142
34 H 1.924 1.860 6.986
35 H 4.385 1.730 6.799
36 H 5.435 0.771 4.766
37 C 3.495 3.704 1.085
38 N 2.137 3.528 1.578
39 C 1.704 4.176 2.706
40 C 0.482 3.982 3.218
41 C -0.396 2.975 2.624
42 O -1.479 2.665 3.124
43 N 0.085 2.358 1.501
44 C 1.269 2.656 0.926
45 O 1.575 2.122 -0.149
46 H 3.705 4.761 0.911
47 H 3.579 3.160 0.151
48 H 4.213 3.298 1.800
49 H 2.418 4.857 3.151
50 H 0.140 4.505 4.098
51 C 1.296 -0.958 -5.201
52 N 1.339 -1.009 -3.747
53 C 1.036 -2.367 -3.322
54 N 1.995 -3.347 -3.868
55 C 1.959 -3.241 -5.329
56 N 2.266 -1.891 -5.812
57 C 3.600 -1.539 -5.312
58 N 3.691 -1.591 -3.851
59 C 2.684 -0.657 -3.301
60 C 3.333 -2.942 -3.412
61 H 1.520 0.056 -5.534
62 H 0.292 -1.222 -5.541
63 H 0.035 -2.636 -3.670
64 H 1.064 -2.423 -2.233
65 H 0.963 -3.525 -5.678
66 H 2.690 -3.936 -5.752
67 H 3.842 -0.526 -5.639
68 H 4.328 -2.234 -5.741
69 H 2.922 0.352 -3.644
70 H 2.743 -0.677 -2.206
71 H 3.351 -2.972 -2.321
72 H 4.069 -3.652 -3.802
73 C -2.772 -3.034 3.770
74 N -2.996 -1.620 3.567
75 C -3.811 -0.789 4.325
76 C -3.652 0.458 3.843
77 N -2.754 0.382 2.801
78 C -2.334 -0.883 2.634
79 S -1.215 -1.545 1.541
80 H -3.585 -3.443 4.366
81 H -1.819 -3.204 4.273
82 H -2.728 -3.533 2.803
83 H -4.426 -1.163 5.124
84 H -4.087 1.397 4.137
85 H -2.397 1.210 2.316



Below is a molecular structure, C30H35MoN12O9Si2, with properties calculated with wB97M-V/def2-TZVPD.

As for the gap between HOMO and LUMO: 0.234 Eh. The calculation puts the LUMO energy at -5.513 eV. Its total charge is +1. As for the energy above the lowest of the compared OMol25 structures with the same formula, charge and spin: 0.0 kJ/mol. Its multiplicity is 1. Its energy is -3145.2371 hartree. For the HOMO energy, the calculation gives -11.9 eV. The value obtained for the molar mass is 859.80 g/mol.

CARTESIAN COORDINATES (ANGSTROEM)
1 Mo 0.438 -0.026 0.917
2 N -2.941 -0.531 -0.430
3 C -1.999 0.135 -1.145
4 N -2.132 0.607 -2.358
5 N -0.915 1.111 -2.667
6 N -0.086 0.966 -1.712
7 N -0.749 0.344 -0.683
8 C -2.564 -1.257 0.661
9 N -3.282 -2.220 1.203
10 N -2.536 -2.656 2.225
11 N -1.441 -2.000 2.316
12 N -1.419 -1.058 1.327
13 H -3.820 -0.755 -0.874
14 O 4.534 0.403 0.832
15 C 3.403 0.750 0.642
16 O 2.380 -0.086 0.900
17 C 3.037 2.082 0.089
18 C 4.045 2.869 -0.450
19 C 3.714 4.096 -0.979
20 C 2.418 4.570 -0.998
21 C 1.419 3.786 -0.458
22 C 1.721 2.545 0.105
23 O 0.783 1.796 0.702
24 N 0.039 4.305 -0.523
25 O -0.864 3.555 -0.213
26 O -0.097 5.456 -0.863
27 N 4.784 4.938 -1.560
28 O 5.902 4.475 -1.564
29 O 4.456 6.014 -2.002
30 H 5.067 2.518 -0.451
31 H 2.182 5.531 -1.430
32 C 0.034 3.351 3.226
33 Si -0.962 1.769 3.251
34 C -1.749 1.460 4.915
35 C -2.365 1.867 2.028
36 C 0.208 0.227 2.927
37 Si 1.803 0.091 4.004
38 C 1.248 0.076 5.787
39 C 3.032 1.477 3.773
40 C 2.526 -1.607 3.693
41 H -0.213 3.941 4.113
42 H -0.234 3.948 2.353
43 H 1.113 3.202 3.225
44 H -2.610 2.133 4.982
45 H -1.100 1.676 5.760
46 H -2.126 0.441 5.015
47 H -2.920 2.774 2.288
48 H -3.055 1.028 2.126
49 H -2.064 1.980 0.987
50 H -0.383 -0.611 3.310
51 H 1.038 1.067 6.186
52 H 2.079 -0.336 6.368
53 H 0.379 -0.561 5.961
54 H 2.789 2.291 4.459
55 H 3.095 1.904 2.773
56 H 4.031 1.117 4.031
57 H 1.819 -2.353 4.071
58 H 3.465 -1.720 4.239
59 H 2.719 -1.783 2.638
60 C 1.602 -7.428 -1.020
61 O 1.666 -6.317 -0.125
62 C 2.558 -5.342 -0.400
63 C 3.425 -5.332 -1.485
64 C 4.321 -4.283 -1.642
65 C 4.379 -3.241 -0.731
66 C 3.513 -3.234 0.351
67 C 2.604 -4.265 0.493
68 N 1.679 -4.295 1.607
69 C 0.400 -4.214 1.492
70 C -0.223 -3.886 0.212
71 C -1.091 -4.778 -0.411
72 C -1.556 -4.509 -1.685
73 C -1.149 -3.353 -2.339
74 C -0.326 -2.428 -1.712
75 C 0.097 -2.678 -0.417
76 O 0.824 -1.754 0.281
77 H 0.858 -8.099 -0.605
78 H 2.564 -7.938 -1.074
79 H 1.292 -7.103 -2.015
80 H 3.414 -6.140 -2.202
81 H 4.992 -4.292 -2.491
82 H 5.088 -2.434 -0.854
83 H 3.536 -2.415 1.054
84 H 2.066 -4.457 2.532
85 H -0.191 -4.408 2.381
86 H -1.373 -5.691 0.096
87 H -2.227 -5.203 -2.172
88 H -1.489 -3.154 -3.347
89 H -0.016 -1.524 -2.220



Below is a gas-phase ion, C30H35N4O3S2 (charge +1), with properties calculated with wB97M-V/def2-TZVPD.

As for the gap between HOMO and LUMO: 0.288 Eh. The calculation puts the LUMO energy at -3.032 eV. Its total charge is +1. As for the energy above the lowest of the compared OMol25 structures with the same formula, charge and spin: 0.0 kJ/mol. Its multiplicity is 1. Its energy is -2405.1262 hartree. For the HOMO energy, the calculation gives -10.9 eV. The value obtained for the molar mass is 563.77 g/mol.

CARTESIAN COORDINATES (ANGSTROEM)
1 C 8.070 3.681 0.106
2 H 8.987 4.250 0.231
3 H 7.419 4.220 -0.579
4 H 8.316 2.720 -0.338
5 C 7.383 3.491 1.461
6 C 6.120 2.704 1.295
7 C 4.911 3.349 1.085
8 C 3.769 2.591 0.888
9 C 3.818 1.192 0.901
10 C 5.030 0.540 1.101
11 C 6.160 1.304 1.293
12 H 7.108 0.812 1.449
13 H 5.084 -0.536 1.096
14 N 2.581 0.615 0.693
15 C 1.617 1.506 0.522
16 N 0.319 1.165 0.280
17 C -0.600 2.210 0.173
18 O -0.204 3.354 0.224
19 C -2.021 1.839 0.007
20 C -2.732 2.353 -1.077
21 C -4.055 1.990 -1.259
22 C -4.664 1.153 -0.342
23 C -3.997 0.725 0.792
24 C -2.667 1.061 0.966
25 H -2.141 0.741 1.851
26 H -4.530 0.144 1.525
27 S -6.267 0.431 -0.732
28 O -6.863 -0.020 0.483
29 O -6.993 1.305 -1.593
30 N -5.765 -0.889 -1.653
31 C -4.751 -1.698 -1.133
32 C -4.829 -2.131 0.190
33 C -3.825 -2.904 0.740
34 C -2.727 -3.263 -0.024
35 C -2.659 -2.858 -1.345
36 C -3.658 -2.085 -1.920
37 C -3.574 -1.721 -3.377
38 C -4.468 -0.532 -3.708
39 C -5.844 -0.768 -3.093
40 H -6.526 0.056 -3.301
41 H -6.277 -1.692 -3.490
42 H -4.563 -0.414 -4.787
43 H -4.037 0.384 -3.298
44 H -2.537 -1.511 -3.649
45 H -3.892 -2.587 -3.965
46 H -1.820 -3.157 -1.957
47 H -1.947 -3.881 0.395
48 H -3.911 -3.240 1.762
49 H -5.700 -1.867 0.767
50 H -4.633 2.360 -2.092
51 H -2.238 3.010 -1.775
52 C -0.007 -0.222 -0.025
53 H 0.773 -0.602 -0.691
54 H -0.947 -0.224 -0.577
55 C -0.122 -1.119 1.221
56 H -1.145 -1.484 1.310
57 C 0.809 -2.329 1.143
58 N 2.217 -1.949 1.313
59 C 3.100 -2.854 0.582
60 H 2.895 -2.785 -0.485
61 H 4.136 -2.572 0.755
62 H 2.973 -3.893 0.900
63 C 2.580 -1.918 2.729
64 H 2.526 -2.912 3.182
65 H 3.595 -1.541 2.840
66 H 1.907 -1.255 3.270
67 H 2.425 -0.453 0.852
68 H 0.517 -3.062 1.905
69 H 0.683 -2.801 0.167
70 H 0.104 -0.537 2.116
71 S 2.130 3.148 0.602
72 H 4.855 4.426 1.075
73 H 8.060 2.966 2.136
74 H 7.158 4.468 1.890



Below is a molecular structure, C30H35O8Zr, with properties calculated with wB97M-V/def2-TZVPD.

As for the gap between HOMO and LUMO (spin up / spin down): 0.105 / 0.103 Eh. The calculation puts the LUMO energy (spin up / spin down) at 2.410 / 2.411 eV. Its total charge is -1. Its multiplicity is 1. Its energy is -1813.1854 hartree. For the HOMO energy (spin up / spin down), the calculation gives -0.5 / -0.4 eV. The value obtained for the molar mass is 614.83 g/mol.

CARTESIAN COORDINATES (ANGSTROEM)
1 C -0.059 -0.867 -4.496
2 C -0.562 -1.863 -3.405
3 C -0.229 0.560 -3.941
4 C -1.337 0.409 -2.879
5 H -0.514 1.246 -4.750
6 H 0.712 0.892 -3.471
7 C -0.995 -0.995 -2.204
8 H 0.239 -2.573 -3.163
9 H -1.437 -2.408 -3.801
10 C 0.153 -0.873 -1.208
11 H -1.896 -1.397 -1.716
12 H -2.288 0.255 -3.422
13 C -1.510 1.543 -1.978
14 C 1.408 -1.015 -4.883
15 C -0.888 -1.031 -5.797
16 O -1.671 -0.162 -6.137
17 O 2.245 -1.597 -4.209
18 O 1.707 -0.418 -6.050
19 O -0.732 -2.132 -6.559
20 C 0.145 -3.261 -6.295
21 H 0.208 -3.538 -5.230
22 H 1.140 -3.046 -6.710
23 H -0.321 -4.069 -6.865
24 C 3.108 -0.425 -6.341
25 H 3.659 0.096 -5.547
26 H 3.212 0.096 -7.292
27 H 3.474 -1.456 -6.417
28 O -0.237 -0.399 0.062
29 H 0.953 -0.243 -1.629
30 H 0.611 -1.869 -1.071
31 C -2.869 1.872 -1.537
32 C -0.376 2.385 -1.590
33 H 0.070 2.932 -2.440
34 H 0.438 1.814 -1.112
35 H -0.711 3.134 -0.859
36 H -2.860 2.230 -0.498
37 H -3.536 1.001 -1.611
38 H -3.306 2.677 -2.154
39 Zr 0.015 -0.447 2.000
40 C -1.662 -1.552 3.426
41 C -2.275 -1.561 2.131
42 C -1.514 -2.441 1.301
43 H -3.197 -1.046 1.855
44 C -0.401 -2.923 2.049
45 C -0.482 -2.365 3.367
46 H 0.146 -2.630 4.214
47 H -2.114 -1.166 4.336
48 H -1.808 -2.797 0.314
49 H 0.287 -3.704 1.728
50 C 2.169 0.685 2.378
51 C 2.109 -0.466 3.235
52 C 2.199 -1.634 2.415
53 H 2.185 -0.447 4.316
54 C 2.356 -1.210 1.068
55 C 2.344 0.216 1.039
56 H 2.518 0.847 0.168
57 H 2.247 1.722 2.703
58 H 2.315 -2.655 2.778
59 H 2.577 -1.862 0.224
60 O -0.410 3.720 4.046
61 C -0.419 3.392 5.353
62 C -0.445 4.386 6.355
63 C -0.394 4.025 7.702
64 C -0.308 2.674 8.069
65 C -0.286 1.689 7.082
66 C -0.382 2.024 5.727
67 C -0.257 0.937 4.718
68 O 0.083 -0.189 5.124
69 O -0.462 1.175 3.414
70 H -0.494 2.836 3.573
71 H -0.509 5.433 6.060
72 H -0.420 4.800 8.471
73 H -0.263 2.391 9.122
74 H -0.193 0.636 7.343



Below is a molecular structure, C30H36BEuFINO8S2Si, with properties calculated with wB97M-V/def2-TZVPD.

As for the gap between HOMO and LUMO (spin up / spin down): 0.097 / 0.104 Eh. The calculation puts the LUMO energy (spin up / spin down) at -9.160 / -8.974 eV. Its total charge is +2. Its multiplicity is 8. Its energy is -4038.2753 hartree. For the HOMO energy (spin up / spin down), the calculation gives -11.8 / -11.8 eV. As for the expectation value of S²: 15.760. The value obtained for the molar mass is 939.51 g/mol.

CARTESIAN COORDINATES (ANGSTROEM)
1 C -3.660 4.870 2.299
2 C -2.040 4.846 2.049
3 C -1.390 3.305 2.061
4 C 0.107 3.482 1.334
5 C 0.627 2.048 0.688
6 C 1.558 0.941 1.529
7 C 1.980 1.424 3.059
8 C 0.747 1.392 4.137
9 C 0.850 2.494 5.392
10 C -0.321 2.645 6.543
11 C -1.635 1.627 6.357
12 C -1.724 0.515 5.131
13 C -0.543 0.390 4.001
14 C 2.020 -0.528 0.871
15 Si 3.036 -1.840 1.861
16 C 2.632 -1.829 3.788
17 C 2.762 -3.672 1.347
18 C 4.920 -1.290 1.767
19 C 1.540 -0.759 -0.698
20 C 0.618 0.345 -1.553
21 C 0.108 1.774 -0.880
22 S -0.982 3.011 -1.820
23 O -0.124 4.310 -2.085
24 O -2.277 3.407 -1.027
25 F -1.506 2.471 -3.355
26 N 0.232 0.052 -2.986
27 O 1.268 0.142 -3.838
28 C 1.812 1.506 -3.916
29 C 2.406 1.667 -5.470
30 C -0.429 -1.296 -3.162
31 C -1.890 -1.565 -3.895
32 C -2.793 -0.330 -4.483
33 C -2.049 0.286 -5.809
34 O -0.883 -0.290 -6.188
35 I -2.787 1.940 -7.039
36 C -2.532 -3.095 -4.093
37 C -1.719 -4.442 -3.555
38 O -2.349 -5.746 -3.816
39 B -2.780 -6.422 -2.577
40 O -4.187 -6.257 -2.121
41 O -1.873 -7.307 -1.792
42 C -0.289 -4.179 -2.796
43 O 0.477 -5.347 -2.292
44 C 0.335 -2.675 -2.602
45 S 1.991 -2.312 -1.718
46 H -4.059 4.063 3.050
47 H -4.179 4.795 1.237
48 H -3.931 5.941 2.719
49 H -1.788 5.441 1.073
50 H -1.523 5.387 2.980
51 H -2.091 2.591 1.446
52 H -1.317 3.012 3.191
53 H 0.799 3.916 2.169
54 H 0.017 4.351 0.520
55 H 2.980 0.901 3.451
56 H 2.300 2.571 2.963
57 H 1.776 3.239 5.493
58 H -0.259 3.445 7.424
59 H -2.518 1.714 7.130
60 H -2.676 -0.189 5.032
61 H -0.572 -0.371 3.097
62 H 2.669 -2.946 4.204
63 H 1.479 -1.529 3.834
64 H 3.327 -1.104 4.389
65 H 1.706 -3.924 0.911
66 H 3.555 -3.902 0.485
67 H 3.089 -4.350 2.255
68 H 5.254 -0.902 2.845
69 H 5.080 -0.385 1.042
70 H 5.637 -2.212 1.547
71 H 2.712 1.561 -3.161
72 H 1.026 2.364 -3.793
73 H 1.466 1.934 -6.137
74 H 2.739 0.581 -5.785
75 H 3.259 2.469 -5.531
76 H -3.835 -0.774 -4.859
77 H -3.056 0.453 -3.654
78 H -3.578 -3.221 -4.642
79 H -4.347 -5.254 -2.223
80 H -1.617 -6.880 -0.921
81 H 0.524 -5.197 -1.302
82 Eu 0.686 -7.297 -1.123



> Which of these has the highest total charge?

C30H36BEuFINO8S2Si